(w)
# C49H50Br2ClMoN4OP2S2

A structure of composition C49H50Br2ClMoN4OP2S2 (ωB97M-V/def2-TZVPD, the Open Molecules 2025 dataset).

The geometry in ORCA input format:
```
! wB97M-V def2-TZVPD RIJCOSX def2/J DEFGRID3
* xyz -1 3
Mo -0.1300 -0.1330 0.1227
C 3.7566 -2.5272 -0.4109
C 2.9002 -3.0202 0.7571
C 2.9856 -4.5457 0.9338
P 1.1294 -2.3817 0.6110
C 0.2502 -3.2179 2.0577
C -0.1679 -4.6793 1.8855
C 1.0324 -3.0489 3.3577
C 0.4338 -3.2828 -0.7991
C 1.0097 -4.2808 -1.5759
C 0.3217 -4.8213 -2.6476
C -0.9228 -4.3182 -2.9901
C -1.5065 -3.3255 -2.2338
C -0.8551 -2.8098 -1.1076
N -1.3824 -1.7772 -0.3475
C -2.7365 -1.7381 -0.2235
C -3.5120 -2.9196 -0.2314
C -4.8822 -2.8803 -0.2763
C -5.5551 -1.6630 -0.2921
C -4.8268 -0.4978 -0.1726
C -3.4364 -0.5155 -0.0941
P -2.4416 0.9677 0.1691
C -2.9551 1.4409 1.9295
C -2.4514 2.8289 2.3403
C -4.4161 1.2677 2.3372
C -3.1320 2.2761 -0.9996
C -4.3428 3.1019 -0.5661
C -3.3992 1.6457 -2.3638
H 4.6885 -3.0885 -0.4565
H 4.0278 -1.4815 -0.2791
H 3.2398 -2.6436 -1.3626
H 3.2933 -2.5617 1.6695
H 3.7550 -4.9576 0.2833
H 2.0517 -5.0420 0.6979
H 3.2557 -4.8021 1.9577
H -0.6726 -2.6292 2.1336
H 0.6084 -5.3586 2.2280
H -0.4163 -4.9164 0.8521
H -1.0497 -4.8641 2.4971
H 1.9671 -3.6038 3.3293
H 0.4400 -3.4243 4.1912
H 1.2611 -2.0028 3.5471
H 2.0099 -4.6288 -1.3839
H 0.7784 -5.5953 -3.2466
H -1.4290 -4.6862 -3.8706
H -2.4510 -2.8989 -2.5389
H -2.9990 -3.8707 -0.2102
H -5.4415 -3.8036 -0.3108
H -6.6322 -1.6339 -0.3590
H -5.3460 0.4479 -0.1548
H -2.4083 0.6814 2.5000
H -1.5521 3.1152 1.7991
H -2.2237 2.8454 3.4069
H -3.2084 3.5887 2.1568
H -5.0808 1.9305 1.7923
H -4.5026 1.5036 3.3983
H -4.7432 0.2406 2.1969
H -2.2857 2.9662 -1.1042
H -5.2450 2.4987 -0.5071
H -4.5186 3.8689 -1.3217
H -4.1862 3.6041 0.3842
H -2.5290 1.0910 -2.7146
H -4.2402 0.9600 -2.3119
H -3.6420 2.4219 -3.0895
C 0.4321 3.1969 -0.8554
C 0.7137 2.9255 0.5857
C 1.2327 3.9582 1.3635
C 1.4276 3.8112 2.7184
C 0.9648 2.6282 3.3225
C 0.8856 2.3929 4.7077
Br 1.5841 3.6946 5.9165
C 0.2443 1.2911 5.2307
C -0.2674 0.3356 4.3732
Br -1.3304 -1.0816 5.0717
C -0.1036 0.4246 2.9804
O -0.5163 -0.4562 2.1418
C 0.4727 1.6164 2.4640
N 0.4199 1.7185 1.1084
H -0.0162 2.3236 -1.3247
H -0.2487 4.0455 -0.9407
H 1.3453 3.4620 -1.3816
H 1.4944 4.8827 0.8713
H 1.8627 4.5965 3.3151
H 0.1210 1.1831 6.2982
S 1.9314 -1.8691 -3.4764
C 1.7307 -0.2910 -4.0702
C 2.6045 0.2406 -5.0264
C 2.4407 1.5313 -5.5020
C 3.3484 2.0563 -6.4430
N 4.1028 2.4714 -7.2037
C 1.3605 2.3231 -5.0455
C 0.4798 1.7890 -4.0980
C 0.6710 0.5210 -3.5935
S -0.4600 -0.1873 -2.4382
C 1.1833 3.6299 -5.5176
N 1.0182 4.7092 -5.8813
H 3.4169 -0.3738 -5.3881
H -0.3567 2.3833 -3.7633
Cl 2.7757 -0.1703 2.2488
C 3.3665 1.1512 1.3045
C 4.2312 2.0444 1.9126
C 4.7781 3.0802 1.1778
C 4.4598 3.1938 -0.1653
C 3.5619 2.3190 -0.7394
C 2.9464 1.2845 -0.0216
C 1.9505 0.4258 -0.6962
H 4.4766 1.9177 2.9559
H 5.4555 3.7786 1.6442
H 4.9130 3.9680 -0.7665
H 3.3353 2.4189 -1.7917
H 2.3841 -0.5618 -0.8567
H 1.8378 0.8467 -1.6965
*
```

Computed properties:
HOMO energy (spin up / spin down), eV: -4.0 / -4.0
Molecular weight, g/mol: 1128.249
Lowest unoccupied orbital energy (spin up / spin down), hartree: 0.0518 / 0.0389

(x)
# C49H50Br2ClMoN4OP2S2

A structure of composition C49H50Br2ClMoN4OP2S2 (ωB97M-V/def2-TZVPD, the Open Molecules 2025 dataset).

The geometry in ORCA input format:
```
! wB97M-V def2-TZVPD RIJCOSX def2/J DEFGRID3
* xyz -1 3
Mo 0.3369 -0.3662 -0.6713
C -3.5874 0.1558 0.2160
C -3.5222 -1.2174 -0.4334
C -4.5513 -2.1066 0.2677
P -1.7574 -1.8788 -0.4236
C -2.0123 -3.3680 -1.5791
C -2.8180 -4.6036 -1.1538
C -0.7043 -3.8629 -2.2109
C -1.5778 -2.1523 1.3560
C -2.1088 -3.2173 2.0724
C -2.0678 -3.2509 3.4555
C -1.5345 -2.1588 4.1282
C -1.0049 -1.0873 3.4398
C -0.9504 -1.0594 2.0267
N -0.3126 -0.0665 1.3212
C 0.3677 0.9335 2.1010
C 1.4697 0.5201 2.8617
C 2.2818 1.4170 3.5241
C 1.9896 2.7708 3.4783
C 0.8539 3.1942 2.8147
C 0.0171 2.3076 2.1287
P -1.6421 2.7666 1.4610
C -2.5190 3.0359 3.1184
C -2.6333 1.7171 3.8800
C -1.9462 4.1003 4.0517
C -1.7319 4.5716 0.8657
C -0.4794 5.4408 0.9281
C -2.2862 4.5296 -0.5670
H -4.5886 0.5797 0.0984
H -2.8742 0.8417 -0.2177
H -3.3748 0.0655 1.2818
H -3.7924 -1.1361 -1.4911
H -4.2815 -2.2716 1.3094
H -4.6923 -3.0713 -0.2106
H -5.5110 -1.5849 0.2540
H -2.5734 -2.8524 -2.3686
H -2.5446 -4.9520 -0.1597
H -2.5929 -5.4128 -1.8520
H -3.8914 -4.4426 -1.1890
H -0.2187 -4.6018 -1.5711
H -0.0090 -3.0493 -2.3943
H -0.9225 -4.3415 -3.1692
H -2.5589 -4.0445 1.5417
H -2.4570 -4.1034 3.9971
H -1.5198 -2.1507 5.2118
H -0.5882 -0.2608 3.9953
H 1.7037 -0.5336 2.8913
H 3.1559 1.0611 4.0568
H 2.6249 3.4900 3.9815
H 0.5994 4.2407 2.8508
H -3.5247 3.3468 2.8088
H -1.6574 1.4348 4.2789
H -2.9826 0.9053 3.2432
H -3.3257 1.8144 4.7212
H -1.0039 3.7593 4.4810
H -2.6407 4.2766 4.8795
H -1.7770 5.0541 3.5490
H -2.5092 5.0281 1.4880
H 0.3850 4.9113 0.5354
H -0.2556 5.7671 1.9438
H -0.6285 6.3421 0.3261
H -1.6457 3.9382 -1.2146
H -2.3580 5.5430 -0.9751
H -3.2832 4.0855 -0.5821
C 3.2104 -0.8127 -2.9748
C 1.8518 -1.1525 -3.4912
C 1.7601 -1.7958 -4.7394
C 0.5621 -1.9777 -5.3674
C -0.5753 -1.3730 -4.8020
C -1.8277 -1.2490 -5.4363
Br -2.1448 -2.1214 -7.1011
C -2.8212 -0.4701 -4.9093
C -2.6221 0.1707 -3.6876
Br -3.9555 1.3624 -3.0574
C -1.4664 -0.0172 -2.9265
O -1.2715 0.5192 -1.7670
C -0.4242 -0.7976 -3.5196
N 0.7563 -0.8068 -2.8088
H 3.9717 -1.1754 -3.6656
H 3.3936 -1.2315 -1.9937
H 3.2998 0.2729 -2.8921
H 2.6728 -2.1483 -5.1994
H 0.4971 -2.4949 -6.3141
H -3.7518 -0.3380 -5.4421
S 2.6824 -0.1452 0.1530
C 3.2475 1.4755 -0.0222
C 4.4754 1.8524 0.5160
C 4.9785 3.1313 0.3153
C 6.2424 3.4976 0.8646
N 7.2672 3.7858 1.3019
C 4.2513 4.0499 -0.4659
C 3.0247 3.6705 -1.0046
C 2.4979 2.4066 -0.7584
S 0.9320 1.9570 -1.3455
C 4.7365 5.3639 -0.7270
N 5.0852 6.4355 -0.9613
H 5.0372 1.1282 1.0918
H 2.4757 4.3686 -1.6224
Cl 3.1418 -2.8385 2.4552
C 3.3969 -3.2718 0.7915
C 4.6225 -3.8464 0.4905
C 4.8812 -4.3034 -0.7901
C 3.8873 -4.2058 -1.7508
C 2.6758 -3.6174 -1.4364
C 2.3882 -3.0939 -0.1692
C 1.0661 -2.4685 0.1173
H 5.3642 -3.9478 1.2711
H 5.8378 -4.7515 -1.0260
H 4.0530 -4.5906 -2.7503
H 1.9156 -3.5493 -2.2046
H 0.9468 -2.4112 1.1957
H 0.3196 -3.1862 -0.2211
*
```

Computed properties:
HOMO energy (spin up / spin down), eV: -4.4 / -4.9
Molecular weight, g/mol: 1128.249
Lowest unoccupied orbital energy (spin up / spin down), hartree: 0.0561 / 0.0480

The data favor (x); the next most stable structure lies 18.9 kcal/mol above it.

(w)
# C3H7NOS2

An isolated molecule of C3H7NOS2 (ωB97M-V/def2-TZVPD, the Open Molecules 2025 dataset).

The geometry in ORCA input format:
```
! wB97M-V def2-TZVPD RIJCOSX def2/J DEFGRID3
* xyz 0 1
C 0.3267 0.9512 0.4692
C 0.3248 -0.5204 0.1913
C -1.0127 -1.1978 0.3329
H -0.1357 1.4028 -1.2893
H 1.1840 1.1155 1.1496
H -0.5826 1.3791 0.9375
H -0.8025 -2.2349 0.1376
H -1.5184 -1.1084 1.2998
H -2.8659 0.4809 -0.1389
H 2.5888 0.5765 -0.6166
N 1.2776 -1.2286 -0.2968
O 0.6208 1.6213 -0.6939
S -2.2250 -0.5180 -0.8629
S 2.8201 -0.7190 -0.6194
*
```

Computed properties:
HOMO energy, eV: -8.8
Molecular weight, g/mol: 137.229
Lowest unoccupied orbital energy, hartree: 0.0161

(x)
# C3H7NOS2

An isolated molecule of C3H7NOS2 (ωB97M-V/def2-TZVPD, the Open Molecules 2025 dataset).

The geometry in ORCA input format:
```
! wB97M-V def2-TZVPD RIJCOSX def2/J DEFGRID3
* xyz 0 1
C 0.6825 -0.3187 -0.2813
C -0.2271 -0.1268 0.9744
C 0.2185 0.7083 -1.2670
N -1.4817 -0.6856 0.5616
O -1.1766 -0.6793 -2.8163
S -2.7126 -0.0064 1.4540
S -1.3892 0.4616 -1.9407
H 1.7958 -0.1405 -0.0564
H 0.4764 -1.4168 -0.4249
H 0.3142 -0.8137 1.7597
H -0.2902 0.7883 1.5236
H 0.1358 1.6894 -0.8132
H 0.8580 0.7598 -2.1199
H -3.8214 -0.9742 1.0855
*
```

Computed properties:
HOMO energy (spin up / spin down), eV: -8.1 / -8.4
Molecular weight, g/mol: 137.229
Lowest unoccupied orbital energy (spin up / spin down), hartree: -0.0214 / -0.0133

The data favor (w); the next most stable structure lies 52.9 kcal/mol above it.

(w)
# C3H7NOS2

An isolated molecule of C3H7NOS2 (ωB97M-V/def2-TZVPD, the Open Molecules 2025 dataset).

The geometry in ORCA input format:
```
! wB97M-V def2-TZVPD RIJCOSX def2/J DEFGRID3
* xyz 0 1
C -0.1315 -0.7640 -0.0618
C -0.8745 0.4513 -0.6008
C -0.0309 -0.6401 1.4849
H 1.7980 -0.1780 0.0400
H 1.4659 -1.6682 -0.6582
H -0.5220 -1.6247 -0.4764
H -1.3533 0.2489 -1.6418
H -1.7898 0.9771 -0.0388
H 0.6299 1.8821 -2.0026
H -0.1339 1.1528 1.1565
N 1.0856 -0.6087 -0.7551
O -0.0883 0.6558 1.9547
S -0.1981 2.0425 -0.9940
S 0.1431 -1.9268 2.5934
*
```

Computed properties:
HOMO energy, eV: -9.0
Molecular weight, g/mol: 137.229
Lowest unoccupied orbital energy, hartree: -0.0056

(x)
# C3H7NOS2

An isolated molecule of C3H7NOS2 (ωB97M-V/def2-TZVPD, the Open Molecules 2025 dataset).

The geometry in ORCA input format:
```
! wB97M-V def2-TZVPD RIJCOSX def2/J DEFGRID3
* xyz 0 1
S -2.5395 -0.7289 0.3213
S -1.3302 -0.6501 -1.2939
C 0.0612 0.4424 -0.8840
C 0.9111 -0.2190 0.2210
C 1.9713 0.7084 0.7552
N 3.1525 0.1430 1.1766
O 1.8261 1.9113 0.7115
H -3.1344 0.4668 0.4196
H 0.5242 0.6450 -1.8373
H -0.2238 1.4158 -0.4846
H 1.3526 -1.1773 -0.0725
H 0.1594 -0.4902 0.9683
H 3.3497 -0.8417 1.0798
H 3.8605 0.6612 1.6667
*
```

Computed properties:
HOMO energy, eV: -8.9
Molecular weight, g/mol: 137.229
Lowest unoccupied orbital energy, hartree: 0.0218

The data favor (x); the next most stable structure lies 73.9 kcal/mol above it.